(1)
{"formula": "C30H55BrIN2O5P2", "method": "wB97M-V/def2-TZVPD", "multiplicity": 1, "homo_lumo_gap_ev": 7.6, "lumo_energy_ev": -3.35, "total_charge": 1, "e_tot_ev": -141932.302, "molar_mass_da": 792.535, "symbols": ["C", "C", "C", "C", "N", "N", "P", "C", "C", "C", "C", "C", "C", "I", "O", "C", "P", "O", "Br", "C", "C", "C", "C", "C", "C", "C", "C", "C", "C", "C", "C", "O", "C", "H", "H", "H", "H", "H", "H", "H", "H", "H", "H", "H", "H", "H", "H", "H", "H", "H", "H", "H", "H", "H", "H", "H", "H", "H", "H", "H", "H", "H", "H", "H", "H", "H", "H", "H", "H", "H", "H", "H", "H", "H", "H", "H", "H", "H", "H", "H", "H", "H", "H", "H", "C", "C", "C", "O", "C", "C", "C", "O", "H", "H", "H", "H"], "positions_angstrom": [[5.45569, 2.30437, -1.27504], [4.36749, 2.48963, -2.34547], [3.55799, 1.21806, -2.59488], [2.95213, 0.70961, -1.29362], [1.97181, -0.35453, -1.53623], [2.05512, -1.53534, -0.70017], [1.77575, -1.17713, 1.14833], [3.44572, -0.70439, 1.80038], [3.80851, -1.65187, 2.95089], [0.83647, 0.39890, 1.14733], [-0.21464, 0.35881, 2.28447], [3.34712, -2.29526, -0.82191], [3.37397, -3.36554, -1.89357], [3.29160, -2.61023, -3.93219], [2.42447, -4.34676, -1.67697], [1.22463, -3.93702, -1.01499], [1.12721, -4.62232, 0.78939], [2.37750, -5.67402, 0.73815], [-0.48845, -6.09533, 0.41834], [0.92790, -2.45021, -1.19913], [-0.44289, -2.08650, -0.64288], [-1.57359, -2.71185, -1.47579], [-2.88156, -1.92824, -1.34758], [-3.65986, -2.30358, -0.07600], [-4.72976, -3.36942, -0.33312], [-6.00268, -2.79343, -0.96425], [-6.95832, -2.12520, 0.04158], [-6.96444, -0.59588, -0.03459], [-7.77634, 0.04918, 1.09401], [-7.27706, 1.41538, 1.59162], [-6.66404, 2.31147, 0.52433], [-7.50861, 2.47454, -0.59818], [-8.50311, 3.47377, -0.46694], [6.38555, 2.79481, -1.56027], [5.69890, 1.24739, -1.12735], [5.13227, 2.70778, -0.31424], [4.82361, 2.79753, -3.28616], [3.66990, 3.27355, -2.03960], [4.19723, 0.44616, -3.03565], [2.75111, 1.42786, -3.30443], [3.75097, 0.36976, -0.63980], [2.45529, 1.53921, -0.78726], [2.00696, -0.66176, -2.50353], [3.35591, 0.32053, 2.16692], [4.23534, -0.70840, 1.05446], [3.00392, -1.69564, 3.68681], [4.72289, -1.32414, 3.44285], [3.94516, -2.67647, 2.59607], [1.54099, 1.21289, 1.31427], [0.37897, 0.58934, 0.17949], [-0.01184, 1.13543, 3.01970], [-1.21703, 0.52802, 1.89409], [-0.22317, -0.59610, 2.81379], [3.48416, -2.81662, 0.13485], [4.18028, -1.60821, -0.94010], [4.35686, -3.83051, -1.86156], [0.40753, -4.42918, -1.54225], [3.19033, -5.31302, 0.35388], [0.90152, -2.27522, -2.27658], [-0.52900, -2.40164, 0.40154], [-0.55266, -1.00294, -0.69205], [-1.75120, -3.73445, -1.12769], [-1.26516, -2.78240, -2.52402], [-2.65974, -0.85615, -1.34186], [-3.50170, -2.10967, -2.22789], [-2.96451, -2.65269, 0.69559], [-4.14364, -1.41228, 0.33124], [-4.99466, -3.84134, 0.61665], [-4.32100, -4.15463, -0.97805], [-6.52409, -3.59870, -1.48527], [-5.73815, -2.05562, -1.73077], [-7.97565, -2.47322, -0.15811], [-6.72057, -2.44574, 1.06155], [-5.93277, -0.23099, -0.04111], [-7.40059, -0.30993, -0.99450], [-7.80179, -0.63315, 1.94876], [-8.81247, 0.16422, 0.76808], [-8.11548, 1.95779, 2.03956], [-6.53856, 1.28631, 2.39039], [-6.42443, 3.28782, 0.96598], [-5.72732, 1.89689, 0.14472], [-8.47583, 3.94305, 0.52081], [-9.49274, 3.03378, -0.61037], [-8.35101, 4.24316, -1.22798], [5.73192, 5.50796, 0.64957], [6.72619, 6.31516, 0.29327], [7.98433, 6.37476, 1.08500], [8.89107, 7.10792, 0.76585], [8.08448, 5.49492, 2.28037], [7.09046, 4.68101, 2.62589], [5.83900, 4.62055, 1.83319], [4.93726, 3.85972, 2.12658], [4.80256, 5.44613, 0.09671], [6.67659, 6.96277, -0.57274], [9.00942, 5.55832, 2.83916], [7.14199, 4.02858, 3.48823]], "lowdin_charge": [-0.09, -0.24, -0.21, -0.21, -0.01, -0.29, 1.13, -0.39, -0.15, -0.39, -0.13, -0.18, -0.69, 0.98, -0.18, -0.44, 0.56, -0.38, 0.38, -0.30, -0.19, -0.19, -0.19, -0.20, -0.21, -0.20, -0.21, -0.22, -0.19, -0.18, -0.26, -0.19, -0.10, 0.08, 0.07, 0.05, 0.11, 0.11, 0.09, 0.12, 0.08, 0.12, 0.03, 0.09, 0.06, 0.07, 0.08, 0.06, 0.07, 0.07, 0.08, 0.07, 0.06, 0.11, 0.12, 0.10, 0.09, 0.05, 0.10, 0.08, 0.10, 0.08, 0.12, 0.11, 0.11, 0.11, 0.10, 0.11, 0.11, 0.11, 0.11, 0.11, 0.11, 0.09, 0.12, 0.11, 0.11, 0.11, 0.11, 0.12, 0.11, 0.09, 0.09, 0.09, 0.00, 0.03, -0.38, 0.12, 0.03, 0.02, -0.40, 0.07, 0.12, 0.13, 0.13, 0.12]}

***

(2)
{"formula": "C30H55Cl42FIN3O5", "method": "wB97M-V/def2-TZVPD", "multiplicity": 1, "homo_lumo_gap_ev": 7.8, "lumo_energy_ev": -0.59, "e_tot_ev": -583465.345, "molar_mass_da": 2172.714, "symbols": ["C", "C", "O", "C", "O", "N", "C", "N", "C", "F", "C", "C", "O", "I", "C", "N", "C", "O", "O", "H", "H", "H", "H", "H", "H", "H", "H", "H", "H", "H", "H", "H", "C", "Cl", "Cl", "H", "H", "C", "Cl", "Cl", "H", "H", "C", "Cl", "Cl", "H", "H", "C", "Cl", "Cl", "H", "H", "C", "Cl", "Cl", "H", "H", "C", "Cl", "Cl", "H", "H", "C", "Cl", "Cl", "H", "H", "C", "Cl", "Cl", "H", "H", "C", "Cl", "Cl", "H", "H", "C", "Cl", "Cl", "H", "H", "C", "Cl", "Cl", "H", "H", "C", "Cl", "Cl", "H", "H", "C", "Cl", "Cl", "H", "H", "C", "Cl", "Cl", "H", "H", "C", "Cl", "Cl", "H", "H", "C", "Cl", "Cl", "H", "H", "C", "Cl", "Cl", "H", "H", "C", "Cl", "Cl", "H", "H", "C", "Cl", "Cl", "H", "H", "C", "Cl", "Cl", "H", "H", "C", "Cl", "Cl", "H", "H"], "positions_angstrom": [[6.74105, -3.83660, 2.08663], [6.16581, -2.41178, 1.78903], [5.70808, -1.75929, 2.97575], [5.01114, -2.38662, 0.69445], [3.97188, -1.44742, 1.09810], [2.73763, -1.98438, 1.05540], [2.27024, -2.64359, 2.06209], [0.94796, -3.21302, 2.12958], [0.55337, -2.84278, 3.51132], [-0.09730, -3.83664, 4.27080], [-0.39785, -1.59852, 3.65677], [0.06484, -0.32462, 2.86555], [0.55396, 0.58476, 3.45452], [-0.16361, -0.06199, 0.71629], [1.91503, -2.59723, 4.33344], [2.92803, -2.94444, 3.31492], [3.27794, -4.35030, 3.21156], [3.38940, -4.81952, 2.05378], [3.46610, -5.10262, 4.22756], [7.44344, -3.71602, 2.96301], [7.36069, -4.24464, 1.23760], [5.97574, -4.58837, 2.40451], [7.01790, -1.78534, 1.39026], [5.76383, -0.79745, 2.78747], [5.47298, -1.96543, -0.24948], [4.60452, -3.39146, 0.42299], [2.13262, -1.87822, 0.23049], [0.87075, -4.23044, 2.04592], [-1.39336, -1.90447, 3.22265], [-0.46587, -1.30958, 4.73441], [2.14158, -1.52955, 4.62165], [2.03032, -3.21856, 5.25543], [4.41609, 1.54650, 4.42688], [5.36506, 1.32760, 2.94864], [4.54132, 0.12198, 5.45446], [4.79015, 2.41362, 4.96450], [3.37404, 1.69950, 4.15968], [7.28969, -1.19649, 8.25734], [6.85443, -1.69255, 6.61698], [7.90280, 0.46504, 8.28419], [6.41211, -1.25606, 8.88888], [8.06126, -1.86247, 8.63407], [8.55838, 3.10084, 3.49314], [9.87459, 4.20092, 3.06771], [8.64469, 1.60304, 2.55981], [8.62749, 2.86031, 4.55060], [7.60963, 3.58974, 3.28632], [-2.94943, -2.15869, -1.40500], [-3.48359, -0.48000, -1.24168], [-1.90911, -2.64074, -0.05689], [-3.82096, -2.80838, -1.42879], [-2.39255, -2.25657, -2.33191], [-3.36566, 3.26037, -3.27260], [-1.82320, 2.46846, -2.92431], [-4.72824, 2.16929, -2.98964], [-3.46895, 4.12899, -2.62617], [-3.37470, 3.57235, -4.31370], [-2.30539, -0.60385, -4.94895], [-0.76818, -1.42610, -4.61283], [-3.69514, -1.66586, -4.68273], [-2.39275, 0.25824, -4.29339], [-2.30850, -0.28134, -5.98755], [3.85772, -2.88581, 10.24809], [4.88347, -3.19076, 8.84306], [4.66936, -1.83926, 11.42131], [2.94325, -2.40133, 9.91761], [3.62208, -3.83331, 10.72479], [0.67194, 4.12712, 2.52717], [2.16587, 3.54262, 3.26670], [0.49580, 5.87377, 2.73108], [0.69061, 3.89695, 1.46727], [-0.17368, 3.62960, 2.99778], [6.50570, 5.52400, 0.47537], [7.43736, 6.81899, 1.23631], [5.03556, 5.16659, 1.38863], [6.22942, 5.83238, -0.52927], [7.11936, 4.62821, 0.43118], [-7.30631, -0.31744, -5.46008], [-8.15360, 0.31801, -4.04229], [-6.09961, 0.82616, -6.06208], [-6.80635, -1.24177, -5.18469], [-8.03050, -0.50956, -6.24552], [-8.44929, 4.14665, -5.33612], [-6.97328, 3.55503, -4.56691], [-8.62195, 5.89672, -5.14448], [-8.41238, 3.91122, -6.39649], [-9.30454, 3.65660, -4.87865], [-5.74010, -2.92384, 1.03306], [-4.46019, -2.04506, 1.88549], [-6.40357, -1.97624, -0.30351], [-5.32855, -3.84925, 0.63748], [-6.53915, -3.14594, 1.73458], [-1.86146, -5.36835, -4.77305], [-1.90239, -4.18992, -3.45645], [-1.39512, -6.97026, -4.19007], [-2.84991, -5.43007, -5.22018], [-1.13968, -5.03963, -5.51622], [3.06280, -7.66252, 6.45909], [2.97204, -6.66036, 7.91390], [3.56461, -9.31505, 6.84732], [2.08342, -7.69242, 5.99151], [3.78450, -7.22417, 5.77488], [0.08470, -1.88614, -8.36958], [0.23304, -0.20075, -7.85554], [-1.44501, -2.58686, -7.82972], [0.12758, -1.92916, -9.45419], [0.90520, -2.45758, -7.94450], [-7.34921, -2.27115, -9.11680], [-7.91894, -0.60347, -8.96930], [-6.32385, -2.72693, -7.74974], [-8.20840, -2.93514, -9.14931], [-6.77427, -2.36589, -10.03359], [1.31479, 4.64858, -1.82834], [2.24514, 5.93979, -1.05936], [-0.16063, 4.29124, -0.92131], [1.04214, 4.96008, -2.83312], [1.92729, 3.75203, -1.87319], [-1.08515, 2.56440, -9.93748], [-0.93417, 4.24988, -9.42690], [-2.61193, 1.86125, -9.39154], [-1.04561, 2.52004, -11.02230], [-0.26405, 1.99322, -9.51418], [-3.33600, 1.70916, 4.06248], [-1.99073, 2.75240, 3.58851], [-3.26788, 0.15070, 3.22792], [-3.28974, 1.54024, 5.13487], [-4.27044, 2.20063, 3.80522], [-4.10257, 2.94784, 0.49748], [-3.17693, 4.24648, 1.26267], [-5.56932, 2.57382, 1.41167], [-4.38486, 3.25839, -0.50336], [-3.48182, 2.05498, 0.44648], [-8.02931, 9.41392, -3.97714], [-7.35408, 11.03530, -3.77904], [-9.34277, 9.40353, -5.16020], [-7.24412, 8.74450, -4.31772], [-8.41528, 9.07382, -3.02029]], "lowdin_charge": [-0.03, -0.38, -0.12, -0.08, -0.06, 0.12, -0.20, 0.17, -0.39, 0.03, -0.09, -0.79, -0.04, 0.87, -0.02, 0.06, -0.68, -0.03, -0.02, 0.09, 0.09, 0.08, 0.14, -0.04, 0.13, 0.13, 0.14, 0.16, 0.09, 0.14, 0.11, 0.15, -0.99, 0.58, 0.55, 0.04, -0.07, -1.05, 0.48, 0.49, -0.06, 0.03, -1.03, 0.50, 0.48, 0.03, 0.00, -1.07, 0.46, 0.40, 0.01, -0.12, -0.96, 0.51, 0.49, 0.03, 0.04, -0.99, 0.49, 0.52, -0.04, 0.00, -1.00, 0.55, 0.51, 0.03, 0.03, -1.05, 0.58, 0.52, -0.04, -0.11, -1.02, 0.50, 0.48, 0.02, 0.02, -1.04, 0.51, 0.46, -0.01, -0.03, -1.01, 0.45, 0.51, 0.03, 0.03, -0.98, 0.46, 0.52, 0.03, 0.03, -1.00, 0.54, 0.52, 0.03, 0.02, -1.03, 0.48, 0.49, 0.03, 0.01, -0.99, 0.53, 0.52, 0.03, 0.03, -0.99, 0.53, 0.53, 0.03, 0.03, -0.99, 0.51, 0.50, 0.03, 0.03, -1.04, 0.50, 0.49, 0.03, -0.03, -0.93, 0.58, 0.52, 0.04, -0.01, -1.01, 0.50, 0.55, -0.03, 0.00, -1.05, 0.50, 0.48, 0.01, 0.03]}

***

no.,HOMO energy (eV)
1,-11.0
2,-8.4